The following is a DFT calculation (wB97M-V/def2-TZVPD) of a single C3H5N3O molecule at a distorted geometry.

Charge: 0
Energy relative to the best compared isomer or geometry (same formula, charge and spin): 2.4483 eV
Calculated total energy: -356.7674 hartree
LUMO level: 0.03317 Eh
Structure (SMILES): COc1nc[nH]n1
HOMO level: -9.0673 eV

Last column: Löwdin charge in e.
Geometry (Å):
C1 2.21250 0.08180 0.05017  -0.1304
C2 0.01381 -0.59830 -0.09013  -0.4059
C3 -1.69421 0.72107 0.01669  -0.1897
H1 1.77177 1.01186 -0.67766  0.1371
H2 2.14292 0.58854 1.03472  0.0856
H3 3.24210 -0.27806 -0.30336  0.1102
H4 -2.35202 1.60747 -0.07796  0.1280
H5 -3.12295 -0.89690 0.01172  0.1754
N1 -0.38552 0.77425 -0.03763  0.0919
N2 -2.09948 -0.58982 0.09144  -0.0372
N3 -1.01909 -1.48573 -0.04224  0.1094
O1 1.29017 -0.93617 0.02423  -0.0744